1.
This record from the Open Molecules 2025 dataset describes a cluster of 2 separate species, C3H11NO3 in total. The level of theory is the ωB97M-V functional and the def2-TZVPD basis.

```
! RIJCOSX wB97M-V def2-TZVPD def2/J DEFGRID3
* xyz 1 2
C 0.1778 -0.6730 -1.3142
O 1.5234 -0.6722 -1.7924
C -0.2617 -0.7382 0.1216
C -1.7013 -0.3552 0.3348
O -2.4941 -0.7620 1.4581
N 0.4692 0.2591 0.9809
H -0.2661 -1.5664 -1.7941
H -0.3122 0.2584 -1.8066
H 1.9660 0.1926 -1.6691
H -0.0017 -1.7189 0.5041
H -1.8656 0.7077 0.2428
H -2.1153 -0.9628 -0.5803
H -2.1126 -1.5269 1.8643
H 1.3018 -0.1827 1.2791
H -0.0952 0.3360 1.8140
H 1.8039 2.8873 -0.6781
H 1.1343 2.1209 0.5289
O 1.9694 2.4641 0.1563
*
```

## Properties
Kohn-Sham gap (spin up / spin down)   11.6 / 5.2 eV
F_max   5.08 eV/Å
Electronic energy   -10910.600 eV
Energy above the lowest of the compared OMol25 structures with the same formula, charge and spin   59.5 kcal/mol

Results of the Löwdin charge analysis, in e, for atoms 1 through 4:
1 C -0.18
2 O 0.03
3 C -0.28
4 C -0.21



2.
This record from the Open Molecules 2025 dataset describes a cluster of 3 separate species, C3H11NO3S in total. The level of theory is the ωB97M-V functional and the def2-TZVPD basis.

```
! RIJCOSX wB97M-V def2-TZVPD def2/J DEFGRID3
* xyz -2 1
C -0.0273 -0.3301 -0.2521
O 0.8651 0.0766 0.7370
C -1.1672 0.6771 -0.3897
C -2.2822 0.2218 -1.3359
S -3.2223 -1.3070 -0.9012
N -1.7489 1.0855 0.9237
H 0.2765 -0.5114 -1.3186
H -0.2873 -1.3841 -0.0634
H -0.7733 1.5982 -0.8347
H -1.7770 -0.0550 -2.2709
H -3.0066 1.0155 -1.5157
H -2.4005 0.3253 1.1244
H -0.9744 0.8997 1.5607
H 3.2826 -1.5966 1.8257
H 1.5591 -0.6828 1.1679
O 2.4080 -1.6709 1.4606
H 3.2942 -0.1137 0.3283
H 2.5252 1.0147 -0.1228
O 3.4563 0.7373 -0.1231
*
```

## Properties
Kohn-Sham gap   5.9 eV
F_max   1.47 eV/Å
Electronic energy   -21756.229 eV
Energy above the lowest of the compared OMol25 structures with the same formula, charge and spin   15.0 kcal/mol

Results of the Löwdin charge analysis, in e, for atoms 1 through 4:
1 C -0.32
2 O -0.21
3 C -0.49
4 C -0.73



3.
This record from the Open Molecules 2025 dataset describes a cluster of 3 separate species, C3H11NO4 in total. The level of theory is the ωB97M-V functional and the def2-TZVPD basis.

```
! RIJCOSX wB97M-V def2-TZVPD def2/J DEFGRID3
* xyz 0 1
O 1.3713 1.5941 -0.0558
C 0.6282 0.9898 0.6689
N 1.0091 -0.0949 1.3689
C -0.0250 -0.7746 2.1637
C -1.2452 -1.5470 1.4892
O -0.8131 -2.3293 0.3334
H -0.4862 1.1604 0.9384
H 1.8932 -0.5667 1.1858
H 0.3797 -1.4894 2.9203
H -0.3184 0.0098 2.9261
H -1.6315 -2.2285 2.1986
H -1.9282 -0.8654 1.0488
H -0.3682 -1.7993 -0.3744
O 0.9314 1.6875 -2.7124
H 1.2052 2.0416 -1.8454
H 0.2813 2.0895 -3.2695
O -1.4742 0.3369 -2.0922
H -1.7466 -0.4760 -2.4866
H -0.6142 0.4658 -2.5393
*
```

## Properties
SMILES   O=CNCCO.O.O
Kohn-Sham gap   10.8 eV
F_max   4.17 eV/Å
Electronic energy   -12968.701 eV
Energy above the lowest of the compared OMol25 structures with the same formula, charge and spin   54.4 kcal/mol

Results of the Löwdin charge analysis, in e, for atoms 1 through 4:
1 O 0.02
2 C -0.36
3 N 0.02
4 C -0.18



4.
This record from the Open Molecules 2025 dataset describes a cluster of 3 separate species, C3H11NO4 in total. The level of theory is the ωB97M-V functional and the def2-TZVPD basis.

```
! RIJCOSX wB97M-V def2-TZVPD def2/J DEFGRID3
* xyz 0 1
C 1.5313 -1.0497 0.3083
C 0.0950 -1.2269 -0.1150
O -0.1394 -1.9404 -1.0681
N -0.8790 -0.5581 0.6304
C -0.4705 0.4867 1.5888
O -0.1800 1.6727 0.9092
H 1.8076 -1.4408 1.2746
H 1.8386 -0.0054 0.3103
H 2.2002 -1.6328 -0.3166
H -1.8646 -0.6348 0.4239
H 0.4617 0.1621 2.0262
H -1.3729 0.6354 2.2038
H -0.4367 1.8506 -0.0101
O -2.9771 -1.2933 -1.3935
H -3.3602 -0.8867 -2.1566
H -2.0756 -1.5833 -1.5954
O 1.7220 2.1746 -0.9406
H 1.4176 3.0801 -1.0106
H 2.6821 2.1899 -1.0691
*
```

## Properties
SMILES   CC(=O)NCO.O.O
Kohn-Sham gap   10.4 eV
F_max   3.26 eV/Å
Electronic energy   -12969.395 eV
Energy above the lowest of the compared OMol25 structures with the same formula, charge and spin   38.4 kcal/mol

Results of the Löwdin charge analysis, in e, for atoms 1 through 4:
1 C -0.01
2 C -0.49
3 O 0.04
4 N 0.09